Record 1
Molecular formula: C20H26Cl3O4PTeY
Method: DFT, ωB97M-V with the def2-TZVPD basis set

Geometry as ORCA input:
```
! wB97M-V def2-TZVPD RIJCOSX def2/J DEFGRID3
* xyz 1 1
Te -2.70111 1.53895 -0.79691
Y -0.27108 -0.34039 -0.44031
Cl 3.15320 1.16311 5.90274
Cl 2.38944 -0.15266 0.70991
Cl -1.64038 -0.62325 4.21399
P -0.53187 2.52483 -0.74641
O -0.34794 3.99566 -1.23236
O 0.41024 1.53055 -1.42887
O -0.01314 2.51680 0.75457
O -0.27652 -0.81613 1.58383
C 0.54247 -4.01694 0.04315
C 0.18178 3.46976 2.94647
C 0.13855 -3.04184 -1.04246
C -0.87371 -0.25692 -4.23818
C 0.80252 -1.47422 -2.79473
C 0.00919 -0.23014 3.88941
C 1.12778 -2.35959 -1.76927
C -1.69792 4.70399 -3.15476
C -0.78704 3.06531 1.86497
C -0.55531 -4.28973 1.06521
C 1.01951 -5.31852 -0.61531
C -0.31445 4.38905 -2.63873
C 0.82435 0.23506 4.90377
C 1.81080 -0.02018 2.36658
C 0.48147 -0.38323 2.57988
C -1.51945 -1.89557 -2.41689
C -0.53118 -1.22560 -3.14586
C -1.19235 -2.78707 -1.38799
C 2.65471 0.45234 3.35199
C 2.14253 0.57028 4.63178
H -2.56131 -1.71029 -2.64557
H 1.59437 -0.94870 -3.31523
H 0.33077 5.26317 -2.65297
H -1.99114 -3.26979 -0.83964
H -1.37266 3.91328 1.50877
H -0.56627 -0.66007 -5.20450
H 0.20019 -5.79230 -1.15949
H -0.37224 3.85347 3.80330
H 0.85870 4.24549 2.59093
H 1.39447 -3.56794 0.56491
H -1.47098 2.28457 2.20108
H -1.94302 -0.05982 -4.26965
H -2.33092 3.81696 -3.16240
H -0.15665 -4.91432 1.86365
H 2.16902 -2.52081 -1.51411
H 3.67674 0.72639 3.13353
H 1.36682 -6.01372 0.14822
H -2.17199 5.46703 -2.53861
H -0.93057 -3.36991 1.51675
H 0.76966 2.61144 3.27218
H -1.62162 5.08257 -4.17425
H -1.38888 -4.83589 0.61843
H 1.83779 -5.14479 -1.31495
H 0.16836 3.59307 -3.20643
H -0.35049 0.68780 -4.08656
H 0.42673 0.33939 5.90338
*
```

Calculated values
- E_tot: -3107.00752 Eh
- E_HOMO: -11.059 eV

Record 2
Molecular formula: C20H26ClNTi
Method: DFT, ωB97M-V with the def2-TZVPD basis set

Geometry as ORCA input:
```
! wB97M-V def2-TZVPD RIJCOSX def2/J DEFGRID3
* xyz 2 1
Ti -0.14438 -0.39272 0.00292
Cl -0.14095 0.23187 -2.33258
N 0.31675 0.77235 2.36854
C -2.55009 0.58710 0.71787
C 1.70532 1.08537 4.34855
C -0.51682 1.75703 4.45362
C -1.18494 1.10880 -5.19759
C 1.50357 0.75534 3.01024
C 0.71188 1.66217 5.15253
C -2.34702 0.33009 -0.64390
C 1.51109 -1.93189 1.48101
C 0.94533 2.19337 6.49411
C 2.03266 -1.18452 -0.68871
C -2.33626 -0.63462 1.50614
C -1.99579 -1.14265 -0.75832
C 0.87062 -2.12828 -0.74879
C 2.41354 -1.11931 0.64873
C -0.64104 1.38739 3.10122
C -1.99203 -1.70267 0.60698
C 1.28747 0.66156 -5.00196
C 0.56731 -2.56077 0.62719
C -0.10243 0.19593 -4.71370
C -0.33119 -1.22490 -5.13563
H 2.65500 -0.82900 -1.58763
H -0.29219 -1.29839 -6.24443
H 2.33773 0.38954 2.45702
H -2.54833 -0.76179 2.56072
H -1.16044 1.22407 -6.29887
H -1.29639 -1.63560 -4.83572
H 3.39963 -0.64302 0.97841
H 1.75066 2.95103 6.41679
H 0.50537 -2.56916 -1.70404
H 2.69021 0.88215 4.79028
H 0.03059 2.65482 6.87647
H -2.18325 0.75338 -4.95351
H -1.13051 2.11192 -4.77795
H 0.41005 -1.92729 -4.75387
H 1.51976 1.60670 -4.51727
H -1.40302 2.12649 4.97489
H -1.59264 1.54059 2.63660
H -2.65004 1.00658 -1.49284
H -0.13686 -3.37511 0.91955
H -1.92448 -2.76341 0.84999
H 2.03144 -0.04075 -4.63016
H 1.63744 -2.16110 2.56235
H -1.98094 -1.68503 -1.71080
H -2.99829 1.53675 1.07370
H 1.46758 0.79000 -6.08407
H 1.27930 1.40963 7.19594
*
```

Calculated values
- E_tot: -2141.47456 Eh
- E_HOMO: -15.086 eV

Record 3
Molecular formula: C20H26LiO12S
Method: DFT, ωB97M-V with the def2-TZVPD basis set

Geometry as ORCA input:
```
! wB97M-V def2-TZVPD RIJCOSX def2/J DEFGRID3
* xyz -1 1
S 1.84238 2.67657 0.23555
O -1.61329 1.83071 2.90259
O 1.01677 3.96355 0.18812
O 0.90621 1.53126 0.30824
O 5.10850 -2.67281 -3.33773
O 0.48621 -0.15769 -1.53652
O 1.17189 -5.84244 4.25891
O -1.55925 3.26015 -0.04097
O 2.51136 2.54037 -1.05015
O -3.30419 1.88826 -5.26073
O 2.72767 2.63923 1.37935
O -1.99963 -0.32501 0.28048
O 0.56637 -0.77877 1.97658
C 1.92458 -2.33591 3.25020
C 2.85762 -0.47964 -1.40260
C 1.60201 -1.70379 -3.05227
C 1.56011 -0.77110 -2.01582
C -2.87761 2.30620 -3.96775
C 4.01713 -1.20758 -1.74847
C -1.59673 2.72678 -3.73872
C -1.06734 3.00794 -2.42992
C -3.29313 2.47076 -1.55109
C 3.95518 -2.03597 -2.89344
C 2.77970 -2.24664 -3.55839
C -3.17781 -0.25650 0.88471
C -3.78449 2.27256 -2.85931
C 0.72760 -1.94683 2.55219
C -0.32659 -2.87654 2.52272
C -1.98319 3.00227 -1.35819
C -0.13606 -4.15655 3.08481
C 1.11349 -4.58275 3.71985
C 2.12241 -3.65715 3.74655
C -1.65744 3.16870 3.49678
Li -0.87458 1.19149 1.09514
H -0.72633 3.63171 0.13495
H 3.21755 -3.98601 4.16235
H -2.13909 -1.03128 -0.36260
H -1.11398 -2.76225 1.72934
H -3.24698 -1.01008 1.42471
H -0.83706 2.57133 -4.55029
H 0.70459 -1.98243 -3.36082
H 2.62146 -1.54312 3.28039
H -2.56413 1.87194 -5.76063
H 3.05165 0.33634 -0.67234
H -4.06742 -0.13518 0.28495
H -0.77572 3.79419 3.24174
H 2.45823 -2.75734 -4.51197
H 4.72122 -3.55319 -3.73923
H 1.95872 -6.29803 4.64476
H -2.52412 3.62158 2.99442
H -3.83746 2.28727 -0.56021
H 0.57370 0.18714 -0.72839
H 1.33294 -0.36623 2.28553
H -3.49635 0.72837 1.29580
H -4.90449 2.09432 -2.91111
H 4.98638 -0.90042 -1.28311
H -1.94900 3.14131 4.43242
H -0.81184 -4.97180 2.94781
H -2.13041 1.33391 3.50037
H -0.24791 3.25484 -1.99955
*
```

Calculated values
- E_tot: -2086.23443 Eh
- E_HOMO: -4.448 eV

Record 4
Molecular formula: C20H26N2O3
Method: DFT, ωB97M-V with the def2-TZVPD basis set

Geometry as ORCA input:
```
! wB97M-V def2-TZVPD RIJCOSX def2/J DEFGRID3
* xyz 0 1
O 2.12822 2.23579 -1.22649
O -0.31076 0.89193 2.18785
O -2.94110 0.15451 -0.15295
N 0.97709 1.17995 1.88433
N 3.49847 1.17984 0.23037
C -6.30115 -1.31295 -0.20931
C -4.07764 -2.44314 0.07346
C -1.00746 0.73348 1.05030
C 2.28828 1.58082 -0.20788
C 5.40614 0.31920 -1.11896
C -7.07827 -0.18397 -0.38903
C -4.32974 0.04381 -0.21686
C 1.08044 1.19896 0.57891
C -6.47924 1.05707 -0.49763
C -5.09980 1.19094 -0.41535
C -2.45824 0.41523 1.14328
C 3.68517 0.35189 1.40196
C -4.45372 2.53806 -0.54232
C -4.91904 -1.21733 -0.12067
C 4.41805 -1.99833 0.59858
C 4.46637 -2.06761 -0.93156
C 3.30985 -1.12572 1.19481
C -0.17949 0.92203 -0.01642
C 4.43868 -0.73160 -1.67914
C 4.66195 1.53598 -0.55577
H 4.73316 0.42870 1.69718
H 3.07194 0.76034 2.20757
H -4.49034 -3.27895 -0.48681
H 3.61946 -2.66301 -1.28130
H 5.33983 2.13798 0.06005
H 3.42554 -0.32907 -1.66068
H 2.41425 -1.18793 0.57488
H -4.49571 3.07288 0.40772
H 4.29400 2.15480 -1.37733
H 6.03124 -0.12570 -0.34553
H 6.07642 0.67889 -1.90044
H 3.05271 -1.52645 2.17712
H -6.76657 -2.28515 -0.13709
H -2.60111 -0.45619 1.80298
H -4.97472 3.13806 -1.28487
H -8.15246 -0.27257 -0.45417
H -3.41215 2.43493 -0.83645
H -3.05929 -2.25933 -0.25967
H 4.28085 -3.02233 0.95530
H -4.05463 -2.72467 1.12719
H 5.38030 -1.66255 0.99041
H -0.41331 0.87660 -1.05738
H -7.08416 1.93866 -0.65199
H 4.67339 -0.93420 -2.72557
H 5.37642 -2.60836 -1.20517
H -2.98811 1.26573 1.60055
*
```

Calculated values
- SMILES: Cc1cccc(C)c1OCc1cc(C(=O)N2CCCCCCC2)no1
- E_tot: -1112.90033 Eh
- E_HOMO: -9.128 eV

Record 5
Molecular formula: C20H26N2O3
Method: DFT, ωB97M-V with the def2-TZVPD basis set

Geometry as ORCA input:
```
! wB97M-V def2-TZVPD RIJCOSX def2/J DEFGRID3
* xyz 0 1
O 4.84601 0.12219 0.86413
O -1.55874 -1.77635 2.18436
O 4.13371 -0.68873 -1.13423
N -1.75930 -0.53516 0.02000
N 2.40154 0.16493 1.93846
C -1.29906 0.80077 -0.56682
C 2.53158 -0.10185 0.71332
C 5.30129 -0.79067 -1.53284
C -5.37231 -0.29108 -0.53756
C -1.07499 -0.97922 1.22981
C 0.39023 -0.47628 1.06839
C -4.61191 -2.84359 -0.29248
C 1.18198 -1.63606 -1.21724
C -3.29289 -2.17812 -0.00980
C 3.97578 -0.44181 0.21969
C -0.62542 3.29413 -0.36157
C -1.24845 2.18397 0.30424
C 0.54480 0.69303 3.54225
C 6.06101 -2.06847 -1.28171
C -1.51109 3.77242 -1.49471
C -3.12344 -0.86994 -0.17407
C 1.27460 -0.66550 0.09297
C -4.12438 0.02020 -0.49769
C -5.67413 -1.92413 -0.54175
C 1.00938 0.10585 2.17767
H -2.64881 -2.82061 0.41890
H -0.45389 0.18342 3.67919
H 3.10913 0.41349 2.51579
H 6.27130 -1.89845 -0.06224
H -2.04452 0.79967 -1.38962
H -0.42641 0.65219 -0.85525
H 5.15794 -0.69066 -2.97093
H 0.11283 -1.78246 -1.33192
H 6.94920 -2.00411 -1.54265
H 0.32654 2.94844 -0.60971
H -4.00496 1.10200 -0.07496
H -6.74488 -2.12083 -0.64034
H 5.48691 -2.91935 -1.24447
H 0.31588 1.58037 3.71136
H 1.82154 -2.24399 -1.13033
H -2.57069 4.02483 -1.36140
H -2.54512 2.38397 0.52909
H 1.20310 0.20194 4.45998
H -1.67908 3.08926 -2.31702
H -4.67315 -3.86017 -0.08984
H -0.70880 1.82565 1.24388
H -0.59486 3.97596 0.40088
H -1.09954 4.77834 -2.08041
H 5.95556 0.09711 -1.38698
H -6.24414 0.23061 -0.77066
H 1.35315 -0.83716 -1.81315
*
```

Calculated values
- E_tot: -1112.45874 Eh
- E_HOMO: -8.103 eV

Record 6
Molecular formula: C20H26N2O3
Method: DFT, ωB97M-V with the def2-TZVPD basis set

Geometry as ORCA input:
```
! wB97M-V def2-TZVPD RIJCOSX def2/J DEFGRID3
* xyz 0 1
O 0.95556 -4.28152 0.99835
O 0.45245 3.02503 -2.15588
O -1.28414 -5.32025 0.04694
N 1.61595 -0.22357 0.98328
N 1.82876 2.12045 -0.01471
C 2.21340 1.11149 -0.97913
C -2.22778 -1.75066 0.25721
C -0.10843 5.28546 -2.90883
C 0.46235 2.38730 0.12528
C 1.32505 -1.52308 1.55174
C -0.08043 3.79054 -3.21402
C -2.44997 -5.91934 -0.45685
C -0.21523 2.26290 1.33419
C -0.08944 -3.43755 0.75740
C -1.55284 2.59938 1.45799
C -0.25537 2.88700 -0.98624
C -2.35927 -3.10915 0.00375
C -1.59963 3.19499 -0.85653
C 1.92845 -0.30487 -0.43061
C 2.63580 1.97217 1.17562
C 2.63978 0.51209 1.69391
C -1.29424 -3.95439 0.25339
C -2.25090 3.05443 0.35963
C 0.03504 -2.07664 1.00714
C -1.04770 -1.24104 0.75526
H -1.07831 3.43225 -3.49888
H -2.16055 3.56160 -1.70214
H 1.22204 -1.40161 2.63579
H -3.06007 -1.09226 0.06118
H 0.30265 1.87547 2.19582
H 3.65612 2.26919 0.90663
H 1.06235 -0.74246 -0.93199
H -3.29746 3.30851 0.43635
H 0.59937 3.59650 -4.04930
H 2.28033 2.66634 1.93665
H 2.79794 -0.96512 -0.61274
H 3.28372 1.23819 -1.16942
H -2.04639 2.48819 2.41219
H -2.70564 -5.52781 -1.44660
H -0.93957 -0.18489 0.94374
H 1.67922 1.27707 -1.91090
H -2.22556 -6.98217 -0.53635
H 2.41058 0.48501 2.76187
H -0.76432 5.49507 -2.06754
H 0.66818 -5.17088 0.75024
H -0.46115 5.83231 -3.77921
H -3.29770 -5.77758 0.22091
H 3.63913 0.05914 1.55460
H 2.13451 -2.25073 1.37107
H -3.28945 -3.49179 -0.38524
H 0.89258 5.62570 -2.65611
*
```

Calculated values
- SMILES: CCOc1ccccc1N1CCN(Cc2cccc(OC)c2O)CC1
- E_tot: -1112.90178 Eh
- E_HOMO: -7.430 eV